{
  "formula": "C29H27AsN3O12PtS2",
  "method": "ωB97M-V/def2-TZVPD",
  "gap_ev": 5.826,
  "homo_ha": -0.201,
  "e_above_lowest_kcal_mol": 47.3,
  "total_charge": -1,
  "species": ["Pt", "O", "C", "O", "C", "C", "C", "C", "C", "C", "N", "C", "C", "C", "C", "C", "C", "N", "H", "H", "H", "H", "H", "H", "H", "H", "H", "H", "O", "As", "O", "O", "C", "C", "C", "C", "C", "C", "S", "O", "O", "O", "H", "H", "H", "H", "H", "C", "C", "C", "C", "C", "C", "C", "S", "O", "O", "N", "C", "C", "C", "O", "O", "H", "H", "H", "H", "H", "H", "H", "H", "H", "H", "H", "H"],
  "positions_angstrom": [[0.7164, 0.7403, 1.0682], [2.5347, -1.4761, -4.9917], [2.5541, -2.6550, -4.3436], [2.7032, -3.6904, -4.9318], [2.3122, -2.5210, -2.8775], [1.3052, -3.2601, -2.2708], [0.8709, -2.9100, -1.0093], [1.4549, -1.8274, -0.3527], [2.5770, -1.2123, -0.8889], [2.9941, -1.5543, -2.1539], [0.8593, -1.2437, 0.7833], [0.1647, -1.9272, 1.6134], [-0.7303, -1.2054, 2.4789], [-1.5195, -1.7570, 3.4738], [-2.4293, -0.9514, 4.1316], [-2.5552, 0.3764, 3.7602], [-1.7028, 0.8851, 2.7973], [-0.7950, 0.1181, 2.1997], [2.2164, -0.7714, -4.3975], [0.8044, -4.0373, -2.8336], [0.0027, -3.3983, -0.5826], [3.0501, -0.3969, -0.3588], [3.8220, -1.0179, -2.6007], [0.2314, -3.0097, 1.6176], [-1.4064, -2.8060, 3.7155], [-3.0429, -1.3511, 4.9281], [-3.2797, 1.0248, 4.2302], [-1.7275, 1.9216, 2.5015], [5.0003, 1.6093, 0.3221], [3.4752, 2.2964, 1.0015], [3.6612, 3.8956, 0.8309], [2.3134, 1.5038, 0.0289], [3.4507, 1.1435, 2.5771], [4.4459, 0.2139, 2.8069], [4.2420, -0.7895, 3.7528], [3.0456, -0.8674, 4.4518], [2.0432, 0.0724, 4.2420], [2.2391, 1.0589, 3.2886], [1.2053, 2.5412, 3.2760], [0.1122, 2.2975, 4.1959], [2.1220, 3.5794, 3.6452], [0.7082, 2.6913, 1.8461], [5.2105, 2.1914, -0.4203], [5.3668, 0.2725, 2.2430], [5.0279, -1.5081, 3.9504], [2.8975, -1.6566, 5.1806], [1.1212, 0.0689, 4.8118], [-4.9230, -2.6653, -0.2817], [-4.3195, -1.4580, -0.9572], [-4.5147, -0.1765, -0.4470], [-4.0442, 0.9361, -1.1284], [-3.3520, 0.7553, -2.3155], [-3.1137, -0.5073, -2.8259], [-3.6113, -1.6071, -2.1467], [-2.9582, 2.1632, -3.3169], [-4.2141, 2.8616, -3.4366], [-2.3211, 1.7043, -4.5212], [-1.9131, 3.1661, -2.4911], [-0.5914, 3.4010, -3.1201], [0.6032, 2.5645, -2.6327], [0.3176, 1.0988, -2.2602], [0.7958, 0.1782, -2.9491], [-0.3972, 0.9854, -1.2015], [-5.2006, -2.4460, 0.7498], [-4.2271, -3.5074, -0.2820], [-5.8246, -2.9775, -0.8144], [-5.0578, -0.0485, 0.4829], [-4.2485, 1.9390, -0.7719], [-2.5513, -0.6073, -3.7462], [-3.4646, -2.5997, -2.5594], [-1.8104, 2.8557, -1.5266], [-0.3469, 4.4502, -2.9521], [-0.7503, 3.2575, -4.1839], [0.9907, 2.9821, -1.7013], [1.3756, 2.6011, -3.4002]],
  "forces_ev_per_angstrom": [[-0.2, 1.0, -0.5], [0.1, -0.1, 0.0], [-0.2, 0.2, -0.1], [0.1, -0.2, 0.0], [0.1, 0.0, 0.2], [0.0, 0.0, -0.2], [-0.3, 0.1, 0.2], [0.6, -0.3, -0.4], [0.0, 0.1, 0.3], [0.1, -0.1, -0.1], [-0.3, 0.3, -0.2], [0.4, -0.5, 0.0], [-0.4, 0.3, 0.5], [0.2, -0.3, -0.2], [-0.2, 0.2, 0.1], [0.0, -0.2, 0.0], [-0.1, 0.1, -0.2], [0.1, -0.3, 0.1], [-0.3, 0.1, 0.1], [0.0, 0.0, 0.0], [0.0, 0.0, -0.1], [0.0, -0.1, -0.1], [-0.1, 0.0, 0.0], [-0.2, 0.0, 0.0], [-0.1, 0.0, 0.0], [0.0, 0.0, 0.0], [0.0, 0.0, 0.0], [0.1, 0.0, 0.0], [-0.4, 0.0, 0.1], [1.2, -0.5, -0.9], [-0.2, 0.1, 0.3], [-0.4, -0.2, 0.4], [-0.6, 0.2, 0.1], [0.0, 0.1, -0.1], [-0.1, -0.1, 0.1], [0.1, -0.1, -0.1], [0.0, 0.2, -0.1], [0.6, 0.6, 0.3], [0.1, 0.0, 1.0], [0.0, -0.1, -0.2], [-0.2, 0.2, -0.2], [0.2, -0.5, 0.1], [0.1, 0.0, 0.1], [0.0, 0.0, 0.0], [0.0, 0.0, 0.0], [0.0, 0.0, 0.0], [0.1, 0.0, 0.0], [0.1, 0.1, 0.0], [0.0, -0.1, 0.0], [0.1, 0.0, 0.0], [0.0, -0.1, 0.0], [0.1, 0.1, 0.1], [0.1, 0.0, 0.0], [0.0, 0.0, 0.0], [-0.2, 0.6, -0.1], [0.1, 0.0, 0.1], [0.0, 0.0, 0.0], [0.2, -0.6, -0.1], [0.0, -0.1, 0.0], [-0.2, -0.3, 0.3], [-0.4, 0.4, 0.3], [-0.1, 0.0, 0.0], [0.0, -0.3, -0.9], [0.0, 0.0, 0.0], [0.0, 0.0, 0.0], [0.0, 0.0, 0.0], [0.0, 0.0, 0.0], [0.0, -0.1, 0.0], [0.0, 0.0, 0.1], [0.0, 0.0, 0.0], [0.0, -0.1, -0.1], [-0.1, 0.1, -0.1], [0.1, 0.0, -0.1], [0.1, 0.2, -0.1], [0.0, 0.1, 0.0]]
}